Entry 1:
{"formula": "C2H2N4O2", "method": "ωB97M-V/def2-TZVPD", "elements": ["N", "C", "N", "N", "C", "O", "O", "N", "H", "H"], "xyz": [[-2.3624, -0.9885, 0.3934], [-1.1103, -0.5339, 0.2410], [-1.0723, 0.8354, 0.0428], [0.0334, 1.2494, -0.2241], [1.3522, 0.4880, -0.3261], [2.2820, 1.2065, -0.6692], [1.2693, -0.7119, 0.1913], [-0.0552, -1.3276, 0.2906], [-3.0801, -0.1247, 0.2060], [-2.5863, -1.9368, 0.6089]], "forces_ev_per_a": [[-1.91, 3.72, -0.85], [1.88, -2.95, 0.33], [-0.02, -0.06, 0.08], [2.00, 2.68, -1.07], [-0.65, 3.02, 0.15], [-1.75, -2.92, 0.75], [-0.08, -0.30, -0.35], [-1.21, 0.50, 0.16], [2.00, -3.52, 0.84], [-0.28, -0.15, -0.03]], "mulliken_charge": [-0.38, 0.61, -0.15, -0.22, 0.63, -0.48, -0.13, -0.41, 0.32, 0.22], "relative_energy_kcal_mol": 118.1, "spin_multiplicity": 1, "smiles": "Nc1nnc(=O)on1"}

---

Entry 2:
{"formula": "C13H20ClN3O2S", "method": "ωB97M-V/def2-TZVPD", "elements": ["C", "N", "C", "O", "C", "C", "S", "N", "C", "C", "O", "H", "H", "H", "H", "H", "H", "H", "H", "H", "H", "H", "H", "N", "C", "C", "C", "C", "C", "C", "Cl", "C", "H", "H", "H", "H", "H", "H", "H", "H"], "xyz": [[-1.3053, 2.5697, -1.2048], [0.1131, 2.4833, -0.8518], [0.7144, 1.8308, 0.1510], [1.9385, 1.8561, 0.1790], [-0.0888, 1.0473, 1.2249], [-0.5494, 1.8789, 2.4378], [-1.9741, 2.9259, 2.0241], [0.5741, -0.1922, 1.6690], [1.6867, -0.3918, 2.3791], [2.3523, 0.7244, 3.1619], [2.1441, -1.5211, 2.4599], [-1.8754, 1.7269, -0.8186], [-1.7284, 3.4946, -0.8085], [-1.4070, 2.5764, -2.2918], [0.7613, 2.9519, -1.4665], [-0.9994, 0.7100, 0.7384], [0.2742, 2.5071, 2.7799], [-0.8392, 1.2063, 3.2471], [-2.0828, 3.5367, 3.2103], [0.2455, -1.0406, 1.2305], [3.2951, 0.3507, 3.5580], [2.5596, 1.5752, 2.5210], [1.7101, 1.0171, 3.9877], [-0.5170, -0.3646, -3.8358], [0.5161, -0.6862, -2.8433], [-0.0421, -1.6738, -1.8517], [-1.2217, -1.3962, -1.1438], [-1.7208, -2.3055, -0.2052], [-1.0517, -3.5139, 0.0153], [0.1110, -3.8150, -0.6992], [0.9271, -5.3382, -0.4543], [0.6148, -2.8921, -1.6194], [-0.1344, 0.1995, -4.5943], [-0.9388, -1.2204, -4.1983], [0.8412, 0.2191, -2.3218], [1.3947, -1.1090, -3.3435], [-1.7559, -0.4727, -1.3423], [-2.6335, -2.0830, 0.3404], [-1.4346, -4.2318, 0.7339], [1.5265, -3.1398, -2.1543]], "forces_ev_per_a": [[0.29, 0.35, 0.04], [-1.51, -0.02, -0.53], [1.32, -0.18, 0.49], [-0.05, -0.30, 0.55], [-0.24, -0.45, 0.15], [0.52, 0.31, 0.11], [-0.10, 0.08, -0.16], [-1.52, 1.13, -1.29], [1.75, -0.43, 1.12], [-0.10, 0.00, -0.36], [-0.08, -0.17, -0.09], [0.09, 0.04, 0.01], [-0.13, -0.12, -0.04], [0.06, -0.12, 0.10], [0.07, -0.04, 0.13], [-0.14, -0.25, -0.05], [-0.10, -0.01, 0.04], [0.11, -0.05, -0.22], [0.07, -0.05, 0.02], [0.01, -0.01, -0.13], [-0.18, -0.10, -0.05], [-0.10, 0.19, -0.03], [-0.05, 0.14, 0.13], [-0.20, 0.35, 0.10], [-0.08, -0.28, -0.49], [0.05, -0.54, 0.54], [0.13, -0.29, 0.11], [0.53, -0.07, -0.43], [0.10, -0.14, 0.00], [-0.42, 0.66, -0.03], [-0.20, 0.38, -0.04], [-0.16, -0.01, 0.11], [-0.20, -0.37, 0.17], [0.29, 0.39, -0.06], [-0.12, 0.02, -0.10], [0.13, -0.09, 0.35], [0.07, -0.07, -0.04], [0.14, -0.06, -0.06], [0.05, 0.10, -0.08], [-0.09, 0.11, 0.02]], "mulliken_charge": [-0.99, -0.02, 0.29, -0.71, 0.35, -0.97, -0.24, 0.11, 0.85, -1.11, -0.67, 0.31, 0.36, 0.35, 0.31, -0.05, 0.39, 0.49, 0.16, -0.09, 0.31, 0.32, 0.27, -0.56, -0.59, 0.74, -0.60, -0.49, -0.37, 0.19, -0.23, -0.72, 0.22, 0.23, 0.07, 0.42, 0.53, 0.39, 0.40, 0.34], "relative_energy_kcal_mol": 0.0, "spin_multiplicity": 1, "smiles": "CNC(=O)[C@H](CS)NC(C)=O.NCc1cccc(Cl)c1"}

---

Entry 3:
{"formula": "C20H39ClFN5O5PS", "method": "ωB97M-V/def2-TZVPD", "elements": ["C", "C", "C", "C", "C", "C", "O", "N", "O", "C", "Cl", "C", "F", "N", "P", "S", "H", "H", "H", "H", "H", "H", "C", "C", "C", "O", "C", "N", "H", "H", "H", "H", "H", "H", "H", "H", "H", "H", "H", "C", "C", "C", "O", "C", "N", "H", "H", "H", "H", "H", "H", "H", "H", "H", "H", "H", "C", "C", "C", "O", "C", "N", "H", "H", "H", "H", "H", "H", "H", "H", "H", "H", "H"], "xyz": [[2.0562, -1.0850, 6.2991], [2.2653, -0.4325, 5.2803], [2.6482, 0.3564, 3.9670], [4.0397, -0.2890, 3.4975], [5.2676, 0.2563, 4.1738], [6.5978, -0.3376, 3.8124], [7.7903, 0.1097, 4.4440], [8.2071, 1.3389, 3.9327], [8.0496, 1.3869, 2.7640], [6.6000, -1.4633, 2.7769], [8.1346, -2.2522, 2.3307], [5.2840, -1.8942, 2.1812], [5.3447, -2.9104, 1.2391], [4.0469, -1.3234, 2.5375], [2.5729, -2.0113, 1.7568], [1.9311, -3.6009, 2.6856], [2.2139, -1.8922, 7.0719], [2.8872, 1.4399, 4.1950], [1.8449, 0.2766, 3.1740], [5.1560, 1.0851, 4.9335], [2.9914, -2.4264, 0.4408], [1.5371, -1.0469, 1.5832], [-0.1258, 4.5382, 0.3647], [0.2046, 3.4400, -0.6409], [-0.5752, 2.1326, -0.4045], [-0.0847, 1.3411, 0.6755], [-0.5440, 1.7429, 1.9556], [1.6557, 3.2133, -0.6365], [0.3333, 4.3657, 1.3409], [0.2415, 5.5028, 0.0081], [-1.2062, 4.6274, 0.5077], [-0.0795, 3.8132, -1.6301], [-0.4630, 1.5091, -1.2968], [-1.6493, 2.3190, -0.2905], [-1.5672, 2.1251, 1.9255], [0.1291, 2.4913, 2.3812], [-0.5212, 0.8688, 2.6125], [1.8854, 2.5504, -1.3756], [1.8806, 2.7048, 0.2186], [-4.8105, 1.9391, -5.0932], [-4.0641, 1.6349, -3.7985], [-3.5381, 2.8927, -3.0796], [-2.3690, 3.4559, -3.6633], [-2.6135, 4.3023, -4.7756], [-2.9829, 0.6841, -4.0859], [-4.1389, 2.2046, -5.9119], [-5.3774, 1.0643, -5.4194], [-5.5192, 2.7602, -4.9542], [-4.7761, 1.1483, -3.1231], [-3.2461, 2.6017, -2.0652], [-4.3220, 3.6519, -2.9702], [-3.5453, 4.8644, -4.6686], [-2.6249, 3.7194, -5.6986], [-1.7876, 5.0128, -4.8463], [-2.5479, 0.4080, -3.2065], [-2.2447, 1.1994, -4.5656], [-2.1540, -6.0694, -0.9253], [-1.5034, -5.1687, 0.1194], [-2.3835, -3.9752, 0.5399], [-2.4211, -2.9120, -0.4053], [-3.3404, -3.1006, -1.4701], [-0.1975, -4.7256, -0.3828], [-2.1449, -5.6280, -1.9237], [-1.6194, -7.0194, -0.9940], [-3.1914, -6.2915, -0.6607], [-1.3364, -5.7805, 1.0125], [-1.9506, -3.5424, 1.4480], [-3.3985, -4.2961, 0.8032], [-4.2402, -3.6320, -1.1481], [-2.8601, -3.6311, -2.2945], [-3.6342, -2.1164, -1.8403], [0.2757, -4.2044, 0.3545], [-0.3724, -4.0206, -1.0994]], "forces_ev_per_a": [[1.52, -0.27, -1.42], [0.02, 0.11, -0.09], [0.65, -1.30, 1.18], [1.22, 1.20, 1.20], [0.22, -2.59, -2.37], [-2.41, -1.38, -1.14], [-3.13, -2.08, -0.05], [0.90, 1.07, -2.80], [0.11, 0.63, 1.70], [-1.86, 1.01, 0.85], [-2.13, 0.98, 0.45], [2.92, 0.16, 0.71], [-0.77, 2.59, 2.30], [2.87, 1.16, 0.36], [-1.90, -3.26, -0.20], [0.49, 1.20, -0.23], [-0.78, 1.63, -1.07], [-0.55, -1.29, -0.27], [0.96, 0.22, 1.06], [0.19, -1.20, -1.05], [0.27, 1.11, 0.73], [1.05, 0.39, 0.01], [-0.11, 0.21, 0.00], [0.02, 0.00, 0.37], [0.14, 0.00, -0.47], [-0.18, 0.02, 0.12], [0.32, -0.17, 0.01], [-0.04, -0.38, -0.09], [-0.01, -0.06, -0.07], [0.02, -0.12, 0.00], [0.06, -0.01, 0.00], [-0.02, -0.18, 0.01], [0.05, -0.03, 0.09], [0.04, 0.06, 0.16], [0.06, 0.04, 0.00], [-0.19, 0.17, 0.08], [-0.10, -0.05, -0.09], [0.03, 0.21, -0.06], [-0.02, 0.19, -0.04], [-0.24, 0.00, -0.09], [0.18, 0.19, -0.31], [0.08, -0.19, 0.16], [-0.34, 0.08, 0.19], [0.34, -0.04, -0.09], [0.16, 0.12, 0.32], [0.02, -0.01, 0.11], [0.10, 0.03, 0.05], [0.05, -0.03, -0.01], [0.10, 0.05, 0.07], [0.08, 0.00, -0.06], [-0.02, 0.02, -0.15], [-0.03, -0.09, 0.00], [-0.17, 0.12, -0.07], [-0.03, -0.06, 0.10], [-0.11, -0.10, -0.08], [-0.15, -0.11, -0.07], [-0.09, -0.24, -0.03], [-0.17, 0.12, -0.34], [0.23, 0.07, 0.16], [-0.20, -0.24, 0.24], [0.19, 0.24, -0.17], [0.07, 0.35, 0.17], [0.02, 0.05, 0.10], [0.01, 0.11, 0.02], [0.05, 0.03, -0.02], [0.01, 0.13, 0.03], [0.03, 0.06, -0.08], [-0.03, -0.06, -0.14], [0.07, -0.06, 0.02], [-0.19, -0.11, -0.04], [0.04, -0.03, 0.09], [0.00, -0.20, 0.00], [-0.01, -0.20, -0.02]], "mulliken_charge": [0.05, -0.37, 0.00, 0.54, -0.61, 0.25, -0.20, 0.27, -0.23, 0.25, -0.08, 0.33, -0.23, 0.23, 0.22, -0.29, 0.34, 0.47, -0.54, 0.41, 0.19, 0.04, -1.48, 0.35, -0.63, -0.12, -0.85, -0.71, 0.30, 0.36, 0.35, 0.43, 0.22, 0.30, 0.38, 0.26, 0.28, 0.30, 0.25, -1.50, 0.37, -0.44, -0.28, -0.75, -0.70, 0.28, 0.38, 0.35, 0.41, 0.08, 0.43, 0.35, 0.25, 0.25, 0.20, 0.34, -1.45, 0.43, -0.70, -0.30, -0.56, -0.69, 0.28, 0.37, 0.35, 0.41, 0.31, 0.42, 0.31, 0.25, 0.10, 0.08, 0.34], "charge": 1, "spin_multiplicity": 1}

---

Entry 4:
{"formula": "C3H8N5S", "method": "ωB97M-V/def2-TZVPD", "elements": ["C", "C", "C", "N", "N", "N", "N", "N", "S", "H", "H", "H", "H", "H", "H", "H", "H"], "xyz": [[-0.3724, -1.7702, 1.4732], [1.1387, 1.2898, -1.2951], [-1.7525, -1.0958, 1.5327], [0.1939, -2.0981, 0.4132], [1.2510, 1.9592, -2.3492], [1.8312, 0.3019, -0.8224], [-0.0491, 1.5463, -0.4946], [-0.5581, 0.5432, -0.0063], [-2.0938, 0.2530, 0.3675], [0.1565, -1.6581, 2.4358], [-2.5175, -1.7936, 1.3891], [-1.9791, -0.6417, 2.4837], [0.8659, 2.8618, -2.6028], [2.7741, 0.0852, -1.2596], [1.7221, -0.0213, 0.0899], [-0.5050, 2.4234, -0.8526], [-0.1060, -2.1851, -0.5026]], "forces_ev_per_a": [[-0.73, 1.85, -0.81], [-0.64, 2.81, -1.33], [0.30, 0.25, 0.24], [2.44, -1.11, 3.01], [1.34, -0.41, -0.16], [4.03, -1.75, -1.88], [-0.48, 1.86, -1.40], [-0.78, -0.76, 1.18], [0.25, 0.30, 0.16], [0.07, -0.64, -0.48], [-1.29, -1.26, -0.45], [0.29, 0.11, 0.53], [-0.48, -0.48, 0.42], [-1.91, 0.53, 0.66], [-0.46, -0.71, 1.44], [-0.34, -0.87, 0.64], [-1.62, 0.28, -1.77]], "mulliken_charge": [-0.02, 0.48, -0.58, -0.47, -0.59, -0.30, -0.01, -0.08, 0.16, 0.30, 0.41, 0.38, 0.25, 0.29, 0.23, 0.31, 0.25], "relative_energy_kcal_mol": 76.1, "charge": 1, "spin_multiplicity": 1}

---

Entry 5:
{"formula": "H4O3SSi", "method": "ωB97M-V/def2-TZVPD", "elements": ["O", "Si", "O", "S", "H", "H", "O", "H", "H"], "xyz": [[-0.2971, -0.6900, -0.5819], [-1.5507, 0.1778, -0.0410], [-2.7055, -0.9218, 0.1804], [-1.7320, 2.1220, 0.1279], [0.6743, -0.4896, -0.7711], [-2.6578, -1.9305, 0.2374], [2.3567, 0.5011, 0.1550], [3.1873, 0.7885, -0.3088], [2.7249, 0.4425, 1.0021]], "forces_ev_per_a": [[1.74, -0.12, -0.36], [0.66, 0.29, -0.52], [-0.57, -2.01, 0.48], [0.01, -0.80, 0.05], [-2.11, 0.25, 0.77], [0.33, 2.49, -0.29], [1.11, 0.61, -2.58], [-1.40, -0.31, -0.04], [0.22, -0.38, 2.48]], "mulliken_charge": [-0.44, 0.58, -0.46, -0.43, 0.38, 0.37, -0.60, 0.31, 0.29], "relative_energy_kcal_mol": 42.7, "spin_multiplicity": 1, "smiles": "O[Si](O)=S.O"}

---

no.,LUMO energy (eV),DFT total energy (eV),maximum force (eV/Å)
1,-1.127,-12157.624,4.26
2,0.447,-45729.160,2.30
3,-5.409,-74407.596,3.78
4,-5.752,-21515.938,4.78
5,0.047,-24923.048,2.88